No. 1
{"formula": "C4H11NO", "method": "wB97M-V/def2-TZVPD", "elements": ["O", "N", "C", "C", "C", "C", "H", "H", "H", "H", "H", "H", "H", "H", "H", "H", "H"], "coordinates": [[0.393, 1.521, 2.211], [-0.782, 2.361, 0.409], [-1.141, -2.528, -0.164], [0.721, -1.340, -1.502], [0.508, 2.341, 1.083], [0.125, -2.368, -0.548], [0.750, -0.425, -0.905], [-0.201, 1.933, 2.851], [1.253, 2.016, 0.337], [0.081, -1.176, -2.369], [0.845, -3.068, -0.128], [0.866, 3.335, 1.363], [-1.573, -3.469, 0.146], [-1.012, 1.446, 0.036], [-0.628, 2.843, -0.477], [-1.883, -1.773, -0.426], [1.679, -1.649, -1.915]], "forces_ev_per_angstrom": [[0.8, -0.5, 0.0], [-0.2, 0.9, -0.9], [-0.3, 0.6, -1.3], [-1.0, 0.0, 0.8], [-0.2, -0.1, -0.5], [0.3, -0.8, 0.0], [0.6, 0.3, -0.5], [0.0, 0.1, -0.3], [0.3, -0.8, 1.0], [-0.2, 0.1, 0.2], [0.0, -0.3, -0.4], [-0.6, 0.3, 0.0], [0.4, 0.1, 0.9], [0.1, -0.5, 0.6], [-0.2, 0.6, 0.2], [0.0, -0.1, -0.2], [0.1, 0.2, 0.5]], "lumo_ha": 0.0342, "e_above_lowest_kcal_mol": 52.8, "e_tot_ha": -288.93286, "smiles": "C=CC.NCO", "homo_lumo_gap_ha": 0.379}



No. 2
{"formula": "C4H11NO", "method": "wB97M-V/def2-TZVPD", "elements": ["O", "N", "C", "C", "C", "C", "H", "H", "H", "H", "H", "H", "H", "H", "H", "H", "H"], "coordinates": [[-1.266, 2.676, 0.684], [1.309, -0.064, -2.121], [-0.408, -0.801, 0.249], [0.887, -0.510, 0.324], [1.834, -0.600, -0.852], [-1.408, -0.646, 1.355], [2.722, -0.013, -0.637], [-0.821, -1.221, -0.659], [-2.375, -0.360, 0.926], [-2.171, 2.334, 0.653], [0.508, -0.535, -2.456], [-0.823, 1.993, 0.137], [1.399, -0.186, 1.226], [-1.578, -1.520, 1.991], [-1.226, 0.146, 2.085], [1.146, 0.906, -1.946], [2.272, -1.599, -0.961]], "forces_ev_per_angstrom": [[-0.1, -1.0, -0.7], [1.8, -0.4, 0.7], [0.3, 0.1, 0.9], [0.3, -0.3, -0.4], [0.1, 0.1, -0.4], [-0.7, 0.4, 0.5], [0.1, 0.3, 0.2], [0.1, 0.1, -0.3], [0.0, -0.3, 0.0], [0.0, 0.4, 0.2], [-0.9, -0.3, -0.2], [0.1, 0.6, 0.5], [-0.5, 0.1, 0.3], [0.1, -0.3, -0.4], [0.6, 0.1, -0.3], [-0.5, 0.5, -0.3], [-0.5, -0.1, -0.2]], "lumo_ha": 0.0310, "e_above_lowest_kcal_mol": 36.3, "e_tot_ha": -288.95921, "smiles": "C/C=C/CN.O", "homo_lumo_gap_ha": 0.369}



No. 3
{"formula": "C4H11NO", "method": "wB97M-V/def2-TZVPD", "elements": ["O", "N", "C", "C", "C", "C", "H", "H", "H", "H", "H", "H", "H", "H", "H", "H", "H"], "coordinates": [[-1.557, -2.062, 0.734], [0.684, -0.344, 1.502], [0.754, 0.585, -0.785], [0.643, 2.110, -0.598], [-0.116, -0.169, 0.221], [-0.612, -1.514, -0.246], [0.532, 2.690, -1.515], [0.472, -1.315, 1.709], [0.255, 0.227, 2.218], [-2.271, -2.515, 0.269], [1.717, 0.083, -0.777], [-1.314, -1.301, -1.059], [-1.001, 0.466, 0.360], [1.487, 2.472, -0.002], [0.325, 0.381, -1.781], [0.201, -2.245, -0.248], [-0.201, 2.452, -0.001]], "forces_ev_per_angstrom": [[0.3, 0.2, 0.4], [-1.1, -0.2, -1.3], [-1.8, -0.4, -1.1], [1.0, 0.3, 0.8], [0.7, 0.7, 1.1], [-1.8, 0.0, 1.1], [0.5, -0.3, -0.1], [0.3, 0.2, 0.9], [0.0, -0.2, 0.2], [0.4, 0.1, 0.1], [0.5, 0.7, 0.1], [1.3, -0.5, -1.0], [0.0, -0.3, 0.4], [0.1, 0.2, -0.4], [0.1, -0.1, 0.1], [0.0, 0.1, -1.2], [-0.4, -0.6, 0.1]], "lumo_ha": 0.0321, "e_above_lowest_kcal_mol": 36.1, "e_tot_ha": -288.95946, "smiles": "CC[C@H](N)CO", "homo_lumo_gap_ha": 0.381}



No. 4
{"formula": "C4H11NO", "method": "wB97M-V/def2-TZVPD", "elements": ["O", "N", "C", "C", "C", "C", "H", "H", "H", "H", "H", "H", "H", "H", "H", "H", "H"], "coordinates": [[1.324, 2.046, 0.838], [1.145, -0.675, -0.875], [-0.464, 0.327, 0.913], [-0.182, -0.044, -0.586], [0.828, 0.881, 1.478], [-1.327, -0.947, -1.075], [-1.333, -1.253, -2.121], [-1.174, 1.149, 0.937], [1.182, -0.885, -1.869], [-0.224, 0.974, -1.055], [1.063, -1.618, -0.478], [-2.298, -0.565, -0.797], [0.666, 1.123, 2.579], [-1.200, -1.923, -0.537], [1.616, 0.122, 1.427], [1.312, 1.847, -0.104], [-0.933, -0.557, 1.324]], "forces_ev_per_angstrom": [[-0.8, -0.1, 0.0], [-1.0, -0.2, 0.7], [1.1, 0.1, -1.9], [-0.9, 0.8, -0.8], [0.3, -0.6, 2.5], [0.5, -1.0, 0.7], [0.2, 0.5, -0.2], [-0.4, 0.0, -0.2], [0.0, 0.4, -0.1], [0.2, -1.0, -0.4], [0.4, 0.3, 0.1], [-0.4, 0.2, 0.0], [0.4, 0.0, -1.3], [-0.2, 0.7, -0.2], [-0.1, -0.1, 0.2], [0.3, 0.1, 0.0], [0.4, -0.1, 1.0]], "lumo_ha": 0.0346, "e_above_lowest_kcal_mol": 27.8, "e_tot_ha": -288.97264, "smiles": "C[C@H](N)CCO", "homo_lumo_gap_ha": 0.396}



No. 5
{"formula": "C4H11NO", "method": "wB97M-V/def2-TZVPD", "elements": ["O", "N", "C", "C", "C", "C", "H", "H", "H", "H", "H", "H", "H", "H", "H", "H", "H"], "coordinates": [[-2.552, -0.162, 1.269], [0.048, -0.475, -0.996], [0.284, 0.402, 0.112], [0.049, 1.712, 0.049], [1.281, -0.921, -1.665], [0.523, -0.420, 1.362], [-0.008, 2.305, 0.952], [-0.525, -0.039, -1.700], [1.594, -0.634, 1.435], [-0.081, -1.314, 1.416], [1.546, -0.308, -2.524], [-2.083, 0.673, 1.326], [0.309, 0.159, 2.267], [-0.381, 2.104, -0.866], [-3.207, -0.026, 0.577], [2.089, -1.123, -0.967], [1.114, -1.932, -2.045]], "forces_ev_per_angstrom": [[-0.3, -0.2, 0.1], [0.8, 0.5, -0.1], [-1.3, -1.1, 0.0], [-0.7, -0.4, 0.2], [-0.6, -1.5, -0.1], [1.1, 1.3, 0.5], [0.2, 0.1, -0.1], [-0.2, 0.3, 0.0], [-0.1, -0.4, 0.0], [0.0, -0.1, -0.4], [0.4, 0.3, 0.3], [0.2, 0.2, -0.1], [0.0, 0.1, -0.1], [0.4, 0.3, 0.0], [0.0, 0.0, 0.0], [0.2, 0.7, 0.1], [-0.2, 0.0, -0.3]], "lumo_ha": 0.0309, "e_above_lowest_kcal_mol": 39.9, "e_tot_ha": -288.95350, "smiles": "C=C(C)NC.O", "homo_lumo_gap_ha": 0.352}



No. 6
{"formula": "C4H11NO", "method": "wB97M-V/def2-TZVPD", "elements": ["O", "N", "C", "C", "C", "C", "H", "H", "H", "H", "H", "H", "H", "H", "H", "H", "H"], "coordinates": [[3.926, 1.754, -4.764], [-1.046, -1.464, 0.824], [0.032, 0.658, 1.199], [0.089, -1.795, -0.074], [-2.212, 0.257, 2.131], [-0.986, -0.219, 1.434], [-0.157, 1.666, 1.532], [4.806, 2.147, -4.622], [-2.706, -0.604, 2.595], [0.719, 0.423, 0.408], [-2.832, 0.779, 1.398], [-2.036, 0.994, 2.910], [0.178, -0.930, -0.718], [3.295, 2.446, -4.558], [0.980, -1.797, 0.550], [-1.933, -1.599, 0.353], [-0.118, -2.714, -0.597]], "forces_ev_per_angstrom": [[0.6, 0.1, 0.0], [0.3, -0.8, -0.1], [-1.6, -1.0, 0.1], [-1.1, 1.2, 1.2], [-0.4, -0.5, 0.3], [1.3, 1.8, -1.1], [0.6, 0.1, 0.2], [-0.6, -0.2, -0.1], [-0.4, 0.3, -0.2], [0.6, 0.4, 0.3], [-0.3, -0.4, 0.1], [0.4, -0.1, 0.1], [0.3, -0.2, -0.9], [0.0, 0.1, 0.0], [0.2, -0.5, -0.1], [0.0, -0.2, 0.3], [0.2, -0.2, -0.1]], "lumo_ha": 0.0348, "e_above_lowest_kcal_mol": 39.7, "e_tot_ha": -288.95382, "smiles": "C=C(C)NC.O", "homo_lumo_gap_ha": 0.330}



No. 7
{"formula": "C4H11NO", "method": "wB97M-V/def2-TZVPD", "elements": ["O", "N", "C", "C", "C", "C", "H", "H", "H", "H", "H", "H", "H", "H", "H", "H", "H"], "coordinates": [[-2.331, -0.098, -1.446], [-0.382, 0.421, 0.557], [-0.862, 0.981, 1.823], [1.145, -0.966, -0.999], [0.588, -0.752, 0.381], [2.446, -0.632, -1.403], [0.075, -1.667, 0.834], [-0.151, 1.166, -0.111], [3.227, -0.213, -0.741], [-1.044, 1.997, 1.544], [-0.151, 1.207, 2.672], [1.522, -0.551, 0.836], [-1.771, 0.369, 2.144], [2.536, -0.708, -2.543], [0.243, -0.970, -1.740], [-1.873, 0.467, -0.720], [-3.216, -0.051, -1.087]], "forces_ev_per_angstrom": [[0.8, 1.7, 1.7], [1.3, -0.5, -1.6], [0.3, -0.9, 0.3], [-0.5, 2.4, -2.2], [-1.0, 0.0, 1.2], [-3.8, -0.8, -0.8], [0.8, 1.1, -0.7], [0.3, -0.5, 0.6], [-0.5, -0.7, -0.5], [-1.2, 0.6, 0.0], [-0.2, -1.2, -0.7], [0.7, 0.2, 1.9], [1.2, 1.2, 0.0], [0.6, 0.3, 1.9], [2.1, -0.8, 0.6], [-0.3, -1.7, -1.5], [-0.7, -0.3, -0.3]], "lumo_ha": 0.0337, "e_above_lowest_kcal_mol": 74.0, "e_tot_ha": -288.89912, "smiles": "C=CCNC.O", "homo_lumo_gap_ha": 0.364}



No. 8
{"formula": "C4H11NO", "method": "wB97M-V/def2-TZVPD", "elements": ["O", "N", "C", "C", "C", "C", "H", "H", "H", "H", "H", "H", "H", "H", "H", "H", "H"], "coordinates": [[0.937, 1.275, 1.926], [-0.566, -0.795, 0.346], [-0.382, 0.479, -1.669], [-1.929, -0.228, 0.533], [1.556, -0.902, -0.906], [0.158, -0.326, -0.782], [0.236, 0.844, -2.488], [1.939, -0.376, -1.803], [1.769, -1.998, -1.029], [2.196, -0.599, -0.044], [0.746, 1.374, 0.973], [-2.060, 0.879, 0.561], [-0.041, -0.806, 1.215], [-2.267, -0.679, 1.493], [1.431, 2.031, 2.214], [-2.577, -0.512, -0.321], [-1.326, 1.067, -1.657]], "forces_ev_per_angstrom": [[-0.6, -0.8, -0.7], [-0.9, 1.1, -0.7], [-0.4, 2.4, -1.8], [0.2, -0.6, 0.2], [1.1, 0.7, -0.5], [-0.2, -2.2, 2.3], [0.0, -0.5, 0.0], [0.3, -0.5, 0.5], [-1.1, 0.9, 0.1], [-0.5, 0.0, -0.5], [0.2, 0.2, 0.6], [0.7, -0.5, 0.3], [0.0, 0.0, -0.3], [-0.2, 0.5, -0.8], [0.4, 0.6, 0.0], [0.3, -0.3, 0.6], [0.6, -1.0, 0.6]], "lumo_ha": 0.0299, "e_above_lowest_kcal_mol": 34.8, "e_tot_ha": -288.96156, "smiles": "C=C(C)NC.O", "homo_lumo_gap_ha": 0.338}



No. 9
{"formula": "C4H11NO", "method": "wB97M-V/def2-TZVPD", "elements": ["O", "N", "C", "C", "C", "C", "H", "H", "H", "H", "H", "H", "H", "H", "H", "H", "H"], "coordinates": [[-0.622, -0.314, 2.518], [0.373, -0.586, 0.421], [1.130, 1.261, -1.062], [-0.641, 0.144, 1.175], [0.550, -0.202, -1.008], [-0.701, -0.347, -1.877], [1.319, -0.893, -1.331], [-0.730, -1.257, -2.480], [0.203, 1.822, -0.949], [1.491, 1.536, -2.055], [-1.623, -0.225, -1.317], [-0.575, 1.196, 0.887], [-0.575, 0.399, -2.674], [1.854, 1.429, -0.272], [-1.659, -0.140, 0.874], [0.159, -1.573, 0.514], [0.308, -0.583, 2.662]], "forces_ev_per_angstrom": [[1.2, 0.6, -0.2], [-0.2, 0.5, 0.1], [-1.6, -1.2, -0.3], [-1.0, -1.5, -1.1], [0.9, 0.1, 1.0], [0.8, 0.3, -1.1], [0.2, -0.1, -0.4], [-0.1, -0.4, 0.6], [0.4, 0.8, 0.4], [0.3, -0.3, 0.1], [-0.1, 0.2, -0.2], [0.5, 0.3, 1.1], [-0.6, 0.2, 0.3], [0.0, 0.1, -0.1], [-0.1, 0.1, -0.2], [0.0, 0.0, -0.3], [-0.5, 0.3, 0.2]], "lumo_ha": 0.0385, "e_above_lowest_kcal_mol": 32.2, "e_tot_ha": -288.96572, "smiles": "CC(C)NCO", "homo_lumo_gap_ha": 0.374}



No. 10
{"formula": "C4H11NO", "method": "wB97M-V/def2-TZVPD", "elements": ["O", "N", "C", "C", "C", "C", "H", "H", "H", "H", "H", "H", "H", "H", "H", "H", "H"], "coordinates": [[-1.018, 0.594, -2.874], [-1.081, 0.365, 1.177], [-0.514, 0.974, -1.570], [0.318, 0.171, 0.752], [0.977, -0.955, 1.539], [0.234, -0.062, -0.752], [1.909, -0.739, 2.068], [1.350, -1.729, 0.840], [0.314, -1.564, 2.155], [-1.553, -0.536, 1.294], [-1.357, 1.374, -1.002], [1.265, -0.175, -1.117], [-1.163, 0.627, 2.161], [-0.486, -0.198, -3.012], [-0.271, -1.029, -0.907], [0.853, 1.108, 0.990], [0.222, 1.774, -1.743]], "forces_ev_per_angstrom": [[1.0, -1.0, 1.3], [-0.9, -0.2, 1.3], [0.1, 1.8, 0.1], [-1.1, 0.6, 0.9], [1.3, -1.8, -1.2], [0.3, -1.2, -0.5], [-0.4, 0.5, 0.3], [-0.2, 0.3, -0.1], [-0.2, 0.6, 0.3], [0.2, -0.1, -0.9], [0.2, -0.1, -0.1], [-0.2, -0.1, -0.2], [0.6, 0.7, -0.2], [-0.3, -0.1, -0.9], [0.1, 0.0, 0.2], [-0.3, -0.2, -0.4], [-0.4, 0.2, 0.1]], "lumo_ha": 0.0363, "e_above_lowest_kcal_mol": 32.5, "e_tot_ha": -288.96523, "smiles": "C[C@H](N)CCO", "homo_lumo_gap_ha": 0.387}



No. 11
{"formula": "C4H11NO", "method": "wB97M-V/def2-TZVPD", "elements": ["O", "N", "C", "C", "C", "C", "H", "H", "H", "H", "H", "H", "H", "H", "H", "H", "H"], "coordinates": [[0.219, -2.352, -1.103], [0.767, 1.025, 0.492], [1.210, 2.422, 0.346], [0.526, 3.277, 1.453], [-0.848, -2.199, -0.397], [-2.089, -2.665, -0.839], [-0.232, 1.069, 0.396], [1.163, 0.461, -0.253], [1.112, 3.306, 2.360], [-0.464, 2.919, 1.696], [1.008, 2.849, -0.629], [0.398, 4.281, 1.086], [0.018, -2.590, -2.034], [-2.899, -2.980, -0.202], [2.247, 2.549, 0.651], [-0.624, -1.590, 0.477], [-2.210, -2.855, -1.899]], "forces_ev_per_angstrom": [[-0.5, 0.6, -0.6], [0.6, 0.1, -0.1], [-0.2, 0.7, 2.0], [-0.1, -0.3, -0.9], [0.8, 0.6, 0.0], [-0.1, -0.3, -0.4], [-0.5, -0.3, -0.2], [-0.1, 0.0, 0.0], [0.1, -0.1, 0.2], [-0.4, -0.2, 0.1], [0.1, 0.0, -0.3], [0.1, 0.5, 0.0], [0.3, -0.5, 0.2], [-0.1, 0.4, 0.4], [0.3, -0.5, -0.8], [-0.4, -0.6, 0.5], [0.0, -0.1, -0.1]], "charge": 1, "lumo_ha": [-0.2042, -0.3227], "e_above_lowest_kcal_mol": 67.2, "spin_multiplicity": 2, "e_tot_ha": -288.60822, "homo_lumo_gap_ha": [0.256, 0.138]}



No. 12
{"formula": "C4H11NO2", "method": "wB97M-V/def2-TZVPD", "elements": ["O", "O", "N", "C", "C", "C", "C", "H", "H", "H", "H", "H", "H", "H", "H", "H", "H", "H"], "coordinates": [[-1.452, -0.118, -1.978], [1.126, 0.794, 2.453], [-0.023, -1.093, -0.388], [1.220, -0.148, 1.429], [0.116, 0.172, 0.411], [-1.418, -1.182, -1.003], [0.577, 1.373, -0.416], [-0.744, 0.527, 1.002], [-0.279, 1.649, -1.119], [2.254, 0.040, 1.153], [-2.088, -0.194, -2.790], [0.593, -1.129, -1.224], [-2.231, -1.050, -0.164], [0.639, 0.309, 3.185], [0.975, 2.283, 0.167], [0.986, -1.217, 1.730], [-1.644, -2.114, -1.437], [1.393, 1.099, -1.009]], "forces_ev_per_angstrom": [[-1.8, -0.1, -2.0], [-1.4, -0.7, 3.4], [-3.2, 0.1, -1.1], [-0.9, -0.8, 0.0], [2.4, 0.0, -0.7], [0.5, 2.1, 2.0], [-1.9, 1.9, 0.0], [-0.2, -1.0, -0.4], [1.3, 0.1, 1.0], [0.0, -0.9, -1.2], [1.5, -0.4, 2.6], [-0.3, 0.5, 1.0], [1.6, 0.1, -1.4], [0.9, 1.4, -1.1], [-1.1, -1.4, -0.5], [0.9, 1.1, 0.0], [0.3, -1.3, -0.7], [1.3, -0.6, -1.1]], "lumo_ha": 0.0280, "e_above_lowest_kcal_mol": 61.0, "e_tot_ha": -364.17103, "smiles": "C[C@H](CO)NCO", "homo_lumo_gap_ha": 0.366}



No. 13
{"formula": "C4H11NO2", "method": "wB97M-V/def2-TZVPD", "elements": ["O", "O", "N", "C", "C", "C", "C", "H", "H", "H", "H", "H", "H", "H", "H", "H", "H", "H"], "coordinates": [[-1.016, 1.531, -1.041], [1.016, -0.942, -1.123], [1.182, 0.482, 1.666], [0.504, -1.927, -1.979], [-1.325, 0.472, 1.602], [0.077, 1.247, -0.311], [0.005, 0.529, 0.875], [-1.358, -0.401, 2.259], [1.120, -0.084, 2.505], [-1.473, 1.359, 2.228], [-2.172, 0.412, 0.915], [1.187, -2.102, -2.820], [1.030, 1.507, -0.755], [0.473, -0.703, -0.110], [-0.471, -1.617, -2.387], [-0.750, 1.729, -1.952], [0.388, -2.883, -1.454], [1.581, 1.392, 1.883]], "forces_ev_per_angstrom": [[-0.1, 0.1, -0.3], [-0.7, 0.4, 2.5], [0.7, 0.2, 0.3], [-0.4, -0.1, 0.5], [-0.1, -0.6, -0.2], [0.2, -1.3, 1.6], [-0.9, 3.0, -0.5], [-0.1, 0.0, 0.0], [-0.1, 0.1, -0.3], [0.2, 0.0, -0.1], [0.1, 0.0, 0.0], [0.0, 0.2, 0.2], [0.0, -0.1, 0.1], [1.5, -1.2, -4.1], [0.0, -0.2, 0.0], [-0.1, -0.1, 0.4], [-0.1, -0.1, -0.2], [-0.2, -0.4, 0.0]], "lumo_ha": 0.0202, "e_above_lowest_kcal_mol": 78.9, "e_tot_ha": -364.14248, "smiles": "C/C(N)=C\\O.CO", "homo_lumo_gap_ha": 0.307}



No. 14
{"formula": "C4H11NO2", "method": "wB97M-V/def2-TZVPD", "elements": ["O", "O", "N", "C", "C", "C", "C", "H", "H", "H", "H", "H", "H", "H", "H", "H", "H", "H"], "coordinates": [[-2.550, -1.109, -0.667], [-1.811, 1.558, 0.948], [0.547, -0.788, 0.352], [1.262, 0.105, -0.452], [2.580, -0.101, -0.634], [0.420, 0.993, -1.392], [0.902, -0.827, 1.650], [0.745, 0.708, -2.396], [-2.206, 0.969, 1.520], [2.858, -0.645, 0.301], [3.185, 0.275, -1.451], [-2.335, -0.363, -0.193], [-2.891, -1.927, -0.217], [0.191, -0.340, 2.416], [-1.146, 0.904, 0.829], [1.774, -1.456, 2.017], [0.502, 2.064, -1.175], [-0.604, 0.715, -1.395]], "forces_ev_per_angstrom": [[-1.3, -4.1, -2.5], [0.7, 1.3, -1.3], [-0.5, 2.9, 6.5], [0.9, -0.8, -4.2], [-1.0, 0.0, 1.9], [1.1, -0.8, 0.2], [-1.9, -1.3, -2.6], [0.2, 0.7, -0.1], [-3.1, -1.1, 2.8], [1.4, -0.1, -1.6], [0.2, 0.3, 0.6], [0.4, 2.0, 2.3], [0.8, 2.1, -0.1], [0.8, -1.6, -0.6], [2.6, -0.4, -1.5], [-0.3, 1.4, -0.1], [0.2, -0.3, -0.2], [-1.0, -0.2, 0.4]], "lumo_ha": -0.0372, "e_above_lowest_kcal_mol": 139.3, "e_tot_ha": -364.04614, "smiles": "C=NC(=C)C.O.O", "homo_lumo_gap_ha": 0.261}